Entry 1:
A molecular structure, C20H55ClN5O5Pd at a distorted geometry. Source: OMol25; level of theory: ωB97M-V/def2-TZVPD.

Properties
M in g/mol: 587.56
HOMO level (spin up / spin down) in eV: -10.758 / -10.758
<S²>: 2.003
Frontier orbital gap (spin up / spin down) in Ha: 0.162 / 0.114

```
! RIJCOSX wB97M-V def2-TZVPD def2/J DEFGRID3
* xyz 1 3
Pd -1.667 -3.874 -2.961
Cl -0.572 -1.662 0.425
C -6.147 -0.006 -2.586
C -6.551 -1.397 -3.142
C -7.971 -1.456 -3.836
O -8.406 -2.739 -4.181
C -9.556 -2.652 -4.979
N -5.598 -1.952 -4.059
H -5.864 0.649 -3.409
H -5.317 -0.185 -1.903
H -6.851 0.466 -1.900
H -6.675 -2.048 -2.276
H -7.905 -0.794 -4.699
H -8.688 -0.991 -3.159
H -10.225 -1.885 -4.588
H -9.918 -3.680 -4.959
H -9.205 -2.334 -5.960
H -6.277 -2.493 -4.574
H -5.316 -1.292 -4.770
C 6.772 -2.735 0.341
C 6.149 -1.324 0.571
C 7.192 -0.195 0.595
O 6.758 1.103 0.997
C 7.780 2.127 0.775
N 5.110 -0.818 -0.363
H 7.447 -2.794 -0.513
H 5.937 -3.432 0.266
H 7.398 -3.011 1.190
H 5.889 -1.268 1.629
H 7.570 -0.151 -0.426
H 7.972 -0.590 1.245
H 7.365 3.072 1.125
H 7.990 2.209 -0.291
H 8.623 2.021 1.458
H 4.910 0.171 -0.351
H 4.206 -1.221 -0.159
C -0.688 -3.865 6.273
C -0.113 -2.421 6.623
C 1.421 -2.328 6.378
O 2.167 -3.245 7.245
C 3.503 -3.618 6.935
N -0.802 -1.503 5.838
H -0.438 -4.103 5.239
H -1.770 -3.855 6.142
H -0.380 -4.672 6.938
H -0.446 -2.246 7.646
H 1.804 -1.312 6.478
H 1.691 -2.640 5.369
H 4.219 -2.972 7.443
H 3.681 -3.443 5.874
H 3.889 -4.560 7.325
H -0.545 -1.856 4.927
H -0.242 -0.673 5.973
C 0.487 1.613 -5.273
C -0.728 0.626 -5.257
C -1.297 0.620 -6.749
O -2.671 0.668 -6.682
C -3.377 0.676 -7.932
N -0.120 -0.700 -5.028
H 1.166 1.389 -6.095
H 1.195 1.696 -4.448
H 0.096 2.594 -5.542
H -1.478 0.951 -4.536
H -0.990 -0.199 -7.399
H -0.998 1.496 -7.326
H -4.416 0.611 -7.609
H -3.122 -0.061 -8.694
H -3.264 1.670 -8.365
H 0.735 -0.614 -4.497
H 0.426 -0.831 -5.867
C 1.986 4.899 1.360
C 1.343 4.076 2.519
C 1.159 4.666 3.856
O 0.207 3.903 4.616
C 0.052 4.313 5.960
N -0.032 3.755 2.155
H 2.355 4.421 0.452
H 2.784 5.555 1.707
H 1.233 5.574 0.954
H 1.826 3.109 2.661
H 0.689 5.640 3.712
H 2.087 4.894 4.380
H 1.014 4.477 6.446
H -0.597 3.509 6.306
H -0.578 5.182 6.151
H -0.057 2.810 1.798
H -0.424 3.489 3.047
*
```

Atom-resolved charges from Mulliken, all expressed in e: 0.93, 0.01, -1.30, 0.37, -0.93, -0.37, -0.70, -0.63, 0.32, 0.32, 0.39, 0.26, 0.37, 0.49, 0.32, 0.24, 0.31, 0.34, 0.22, -1.20, 0.61, -0.94, -0.29, -0.71, -0.74, 0.30, 0.33, 0.38, 0.19, 0.39, 0.36, 0.25, 0.31, 0.30, 0.26, 0.21, -1.40, 0.29, -0.59, -0.33, -0.64, -0.69, 0.33, 0.42, 0.32, 0.34, 0.35, 0.32, 0.26, 0.25, 0.26, 0.27, 0.24, -1.49, 0.34, -0.63, -0.28, -0.82, -0.68, 0.41, 0.38, 0.38, 0.30, 0.33, 0.35, 0.23, 0.34, 0.35, 0.28, 0.26, -1.43, 0.60, -0.74, -0.37, -0.72, -0.86, 0.33, 0.31, 0.38, 0.31, 0.33, 0.43, 0.29, 0.24, 0.30, 0.23, 0.38



Entry 2:
5 unconnected molecules or ions with the total composition C20H55N5O5 at a distorted geometry. Source: OMol25; level of theory: ωB97M-V/def2-TZVPD.

Properties
M in g/mol: 445.69
HOMO level in eV: -8.735
Structure (SMILES): COC[C@H](C)N.COC[C@H](C)N.COC[C@H](C)N.COC[C@H](C)N.COC[C@H](C)N
Frontier orbital gap in Ha: 0.342

```
! RIJCOSX wB97M-V def2-TZVPD def2/J DEFGRID3
* xyz 0 1
C -25.122 2.000 -23.130
O -24.690 0.697 -22.770
C -25.543 0.085 -21.834
C -25.339 -1.418 -21.787
C -25.460 -2.116 -23.106
N -26.290 -1.959 -20.787
H -24.464 2.326 -23.934
H -24.988 2.677 -22.279
H -26.153 1.991 -23.491
H -25.362 0.512 -20.836
H -26.595 0.270 -22.106
H -24.332 -1.555 -21.355
H -24.630 -1.855 -23.763
H -26.401 -1.895 -23.611
H -25.382 -3.201 -22.985
H -26.275 -2.971 -20.835
H -26.000 -1.720 -19.847
C -21.861 -0.221 -24.555
O -20.554 -0.795 -24.650
C -20.550 -2.212 -24.556
C -19.235 -2.717 -24.076
C -18.971 -4.154 -24.442
N -19.058 -2.563 -22.606
H -21.879 0.627 -25.243
H -21.996 0.172 -23.546
H -22.613 -0.937 -24.884
H -21.365 -2.602 -23.926
H -20.771 -2.638 -25.550
H -18.437 -2.117 -24.546
H -19.735 -4.800 -23.998
H -18.001 -4.502 -24.097
H -19.046 -4.302 -25.524
H -18.056 -2.649 -22.448
H -19.251 -1.583 -22.358
C -23.376 3.655 -27.882
O -22.527 3.030 -28.797
C -23.172 2.097 -29.671
C -23.655 0.834 -28.958
C -22.520 0.117 -28.261
N -24.396 -0.071 -29.835
H -24.001 3.008 -27.256
H -24.099 4.278 -28.447
H -22.806 4.333 -27.254
H -23.950 2.610 -30.252
H -22.345 1.853 -30.347
H -24.325 1.175 -28.161
H -22.156 0.817 -27.498
H -21.651 -0.230 -28.818
H -22.844 -0.714 -27.628
H -25.237 0.314 -30.242
H -23.784 -0.385 -30.579
C -14.990 -1.375 -22.954
O -14.103 -2.036 -22.097
C -13.862 -3.384 -22.483
C -12.574 -3.828 -21.822
C -11.426 -3.145 -22.550
N -12.434 -5.273 -21.978
H -15.115 -0.327 -22.672
H -16.002 -1.806 -22.878
H -14.638 -1.354 -23.994
H -14.756 -3.945 -22.152
H -13.846 -3.501 -23.575
H -12.629 -3.514 -20.774
H -11.246 -3.633 -23.511
H -10.488 -3.130 -21.992
H -11.673 -2.113 -22.806
H -11.581 -5.620 -21.550
H -13.156 -5.771 -21.461
C -16.423 2.597 -25.216
O -17.247 2.668 -24.078
C -18.057 1.492 -23.879
C -18.529 1.531 -22.443
C -17.379 1.301 -21.480
N -19.458 0.379 -22.261
H -16.505 1.670 -25.781
H -15.370 2.677 -24.894
H -16.540 3.470 -25.865
H -18.870 1.566 -24.610
H -17.485 0.566 -24.017
H -19.043 2.479 -22.267
H -17.775 1.473 -20.470
H -16.551 2.000 -21.588
H -17.041 0.268 -21.475
H -20.017 0.545 -21.432
H -20.084 0.291 -23.060
*
```

Atom-resolved charges from Mulliken, all expressed in e: -0.73, -0.13, -0.98, 0.77, -1.09, -0.75, 0.12, 0.33, 0.35, 0.28, 0.39, 0.17, 0.06, 0.33, 0.41, 0.24, 0.26, -0.66, -0.30, -0.96, 1.19, -1.67, -0.97, 0.21, 0.37, 0.33, 0.48, 0.18, 0.11, 0.34, 0.36, 0.39, 0.18, 0.58, -0.64, -0.32, -0.82, 0.68, -1.10, -0.70, 0.20, 0.32, 0.26, 0.38, 0.27, 0.06, 0.15, 0.39, 0.36, 0.24, 0.26, -0.37, -0.36, -0.80, 0.66, -1.41, -0.73, 0.21, -0.03, 0.40, 0.33, 0.32, 0.26, 0.39, 0.36, 0.29, 0.26, 0.23, -0.76, -0.44, -0.36, 0.36, -1.52, -0.48, 0.32, 0.27, 0.26, 0.43, 0.14, 0.29, 0.40, 0.36, 0.29, 0.24, -0.01



Entry 3:
5 unconnected molecules or ions with the total composition C20H55N5O5 at a distorted geometry. Source: OMol25; level of theory: ωB97M-V/def2-TZVPD.

Properties
M in g/mol: 445.69
HOMO level in eV: -9.160
Structure (SMILES): COC[C@H](C)N.COC[C@H](C)N.COC[C@H](C)N.COC[C@H](C)N.COC[C@H](C)N
Frontier orbital gap in Ha: 0.361

```
! RIJCOSX wB97M-V def2-TZVPD def2/J DEFGRID3
* xyz 0 1
C -0.145 3.695 -2.789
O -0.748 4.616 -1.909
C -2.043 4.945 -2.396
C -2.468 6.310 -1.865
C -2.396 6.316 -0.334
N -3.875 6.543 -2.275
H -0.716 2.765 -2.849
H 0.802 3.385 -2.334
H 0.065 4.096 -3.782
H -2.065 4.962 -3.491
H -2.757 4.193 -2.021
H -1.794 7.053 -2.299
H -2.502 7.325 0.064
H -1.536 5.775 0.052
H -3.286 5.782 0.015
H -3.966 7.406 -2.795
H -4.144 5.799 -2.911
C -2.010 -4.848 -1.189
O -2.829 -4.458 -0.120
C -2.323 -4.822 1.142
C -3.055 -4.030 2.213
C -2.377 -2.703 2.445
N -3.181 -4.744 3.493
H -2.057 -5.931 -1.370
H -0.968 -4.540 -1.053
H -2.397 -4.372 -2.092
H -2.489 -5.906 1.285
H -1.230 -4.712 1.218
H -4.076 -3.891 1.851
H -1.477 -2.883 3.042
H -3.018 -1.999 2.974
H -2.072 -2.226 1.512
H -2.258 -4.987 3.841
H -3.670 -5.621 3.348
C 0.119 1.108 -6.186
O -0.554 1.054 -4.950
C -1.836 0.468 -5.047
C -2.554 0.590 -3.724
C -1.788 -0.114 -2.625
N -3.913 0.040 -3.898
H 0.398 0.112 -6.545
H 1.031 1.678 -6.004
H -0.475 1.633 -6.943
H -2.420 0.966 -5.832
H -1.742 -0.591 -5.336
H -2.624 1.650 -3.474
H -2.266 -0.032 -1.645
H -0.789 0.301 -2.491
H -1.659 -1.180 -2.846
H -4.517 0.439 -3.187
H -3.876 -0.948 -3.659
C -0.755 2.626 0.779
O -0.843 1.197 0.850
C -0.057 0.656 1.878
C 1.335 0.298 1.440
C 1.409 -0.491 0.145
N 2.068 -0.324 2.553
H -1.447 2.938 0.000
H 0.261 2.873 0.468
H -1.071 3.075 1.722
H -0.020 1.294 2.772
H -0.578 -0.238 2.253
H 1.889 1.227 1.246
H 0.729 -1.349 0.104
H 2.434 -0.825 -0.016
H 1.090 0.118 -0.702
H 1.687 -1.249 2.756
H 2.980 -0.612 2.210
C 7.733 -1.084 4.134
O 6.750 -1.900 4.733
C 6.048 -2.748 3.834
C 4.661 -2.189 3.548
C 3.763 -2.125 4.745
N 4.006 -2.919 2.434
H 7.283 -0.177 3.714
H 8.255 -1.618 3.332
H 8.475 -0.803 4.878
H 6.569 -2.950 2.894
H 5.971 -3.689 4.397
H 4.857 -1.201 3.111
H 3.524 -3.121 5.129
H 2.809 -1.683 4.467
H 4.203 -1.501 5.518
H 3.820 -3.875 2.747
H 4.687 -3.098 1.697
*
```

Atom-resolved charges from Mulliken, all expressed in e: -0.89, -0.36, -0.89, 0.48, -1.35, -0.68, 0.20, 0.40, 0.38, 0.54, 0.31, 0.36, 0.37, 0.27, 0.32, 0.27, 0.23, -0.69, -0.32, -0.65, 0.53, -1.35, -0.72, 0.31, 0.29, 0.22, 0.37, 0.30, 0.28, 0.29, 0.30, 0.27, 0.25, 0.28, -0.85, -0.14, -0.99, 1.24, -1.28, -0.82, 0.31, 0.22, 0.34, 0.41, 0.33, -0.24, 0.41, 0.14, 0.41, 0.30, 0.28, -0.54, -0.21, -0.59, 0.54, -1.04, -0.51, 0.03, 0.31, 0.32, 0.35, -0.02, 0.17, 0.17, 0.43, 0.13, 0.28, 0.08, -0.70, -0.32, -0.89, 0.55, -1.31, -0.61, 0.26, 0.32, 0.24, 0.47, 0.32, 0.24, 0.37, 0.30, 0.33, 0.26, 0.25



Entry 4:
7 unconnected molecules or ions with the total composition C20H56Cl2NO21P5 at a distorted geometry. Source: OMol25; level of theory: ωB97M-V/def2-TZVPD.

Properties
M in g/mol: 872.43
HOMO level in eV: -9.382
Structure (SMILES): COP(=O)(OC)OC.COP(=O)(OC)OC.COP(=O)(OC)OC.COP(=O)(OC)OC.COP(=O)(OC)OC.CNC(C)=O.ClCCCl
Frontier orbital gap in Ha: 0.354

```
! RIJCOSX wB97M-V def2-TZVPD def2/J DEFGRID3
* xyz 0 1
C -1.113 -6.580 3.821
O -2.215 -5.793 3.232
P -2.208 -5.307 1.688
O -1.274 -4.186 1.387
O -2.066 -6.695 0.910
C -1.904 -6.694 -0.491
O -3.758 -4.742 1.351
C -4.487 -3.838 2.252
H -1.520 -7.244 4.583
H -0.364 -5.922 4.262
H -0.603 -7.151 3.045
H -0.942 -7.172 -0.677
H -1.740 -5.703 -0.913
H -2.706 -7.149 -1.072
H -5.448 -4.321 2.425
H -4.684 -2.829 1.890
H -4.128 -3.681 3.270
C -5.137 7.104 -8.707
O -4.643 6.089 -7.857
P -3.498 5.171 -8.565
O -2.348 5.955 -9.068
O -3.161 4.037 -7.434
C -2.922 4.456 -6.154
O -4.171 4.289 -9.710
C -5.323 3.538 -9.331
H -5.825 7.663 -8.073
H -5.568 6.755 -9.646
H -4.319 7.764 -8.996
H -3.477 3.812 -5.472
H -3.370 5.428 -5.947
H -1.872 4.462 -5.862
H -5.146 2.468 -9.436
H -6.172 3.934 -9.889
H -5.654 3.689 -8.304
C -4.248 3.346 8.906
O -3.376 2.299 8.616
P -3.819 1.120 7.536
O -5.028 0.355 7.883
O -3.840 1.731 6.001
C -2.652 2.350 5.498
O -2.400 0.251 7.571
C -2.223 -1.005 6.964
H -4.119 3.419 9.986
H -5.281 3.205 8.590
H -3.965 4.305 8.471
H -2.937 3.114 4.774
H -1.942 1.675 5.021
H -2.253 2.877 6.365
H -3.117 -1.156 6.358
H -2.024 -1.744 7.740
H -1.470 -1.001 6.177
C 2.877 -3.213 -9.804
O 1.616 -3.427 -9.165
P 1.361 -3.055 -7.614
O -0.068 -3.184 -7.128
O 2.524 -3.867 -6.811
C 2.619 -3.702 -5.501
O 1.837 -1.538 -7.532
C 1.013 -0.386 -7.701
H 3.507 -2.623 -9.137
H 2.584 -2.475 -10.551
H 3.378 -4.133 -10.104
H 3.570 -4.174 -5.258
H 1.860 -4.310 -5.009
H 2.444 -2.700 -5.109
H 0.026 -0.578 -8.121
H 1.504 0.189 -8.486
H 1.043 0.390 -6.936
C 7.990 0.415 9.248
O 6.690 -0.035 8.923
P 6.434 -1.309 7.920
O 7.363 -1.388 6.717
O 6.435 -2.603 8.927
C 7.668 -2.963 9.534
O 4.848 -1.171 7.574
C 4.431 -0.597 6.319
H 8.414 -0.176 10.059
H 8.021 1.475 9.502
H 8.701 0.180 8.456
H 8.549 -2.671 8.963
H 7.639 -4.042 9.691
H 7.706 -2.505 10.523
H 3.843 -1.348 5.792
H 5.339 -0.364 5.763
H 3.886 0.346 6.380
C -0.878 -0.698 -2.658
N -0.118 -0.481 -1.471
C 0.074 0.663 -0.811
C 0.895 0.670 0.506
O -0.531 1.679 -1.204
H -1.052 -1.735 -2.947
H -0.325 -0.218 -3.465
H -1.825 -0.161 -2.609
H 0.295 -1.314 -1.077
H 1.008 1.702 0.838
H 1.880 0.221 0.380
H 0.328 0.127 1.263
Cl 4.288 4.734 -0.473
C 3.079 4.909 -1.748
C 2.174 6.155 -1.442
Cl 0.861 6.026 -0.199
H 2.484 4.028 -1.987
H 3.753 5.042 -2.594
H 1.631 6.406 -2.354
H 2.783 7.037 -1.245
*
```

Results of the Mulliken charge analysis, in e, for atoms 1 through 99: -0.59, -0.31, 0.97, -0.60, -0.28, -0.73, -0.31, -0.67, 0.25, 0.26, 0.28, 0.30, 0.32, 0.27, 0.29, 0.29, 0.27, -0.72, -0.28, 1.09, -0.72, -0.24, -0.70, -0.32, -0.73, 0.24, 0.29, 0.33, 0.28, 0.29, 0.25, 0.29, 0.30, 0.34, -0.68, -0.27, 1.00, -0.66, -0.28, -0.59, -0.30, -0.68, 0.24, 0.35, 0.26, 0.26, 0.21, 0.32, 0.32, 0.25, 0.26, -0.64, -0.37, 1.08, -0.72, -0.27, -0.66, -0.27, -0.78, 0.31, 0.29, 0.25, 0.25, 0.28, 0.30, 0.34, 0.31, 0.29, -0.70, -0.27, 1.04, -0.66, -0.33, -0.65, -0.34, -0.64, 0.28, 0.27, 0.36, 0.34, 0.26, 0.25, 0.24, 0.31, 0.27, -0.87, -0.09, 0.68, -1.05, -0.67, 0.33, 0.25, 0.29, 0.23, 0.28, 0.34, 0.29, -0.20, -0.34



Entry 5:
A molecular structure, C20H56FO7 at a distorted geometry. Source: OMol25; level of theory: ωB97M-V/def2-TZVPD.

Properties
M in g/mol: 427.66
HOMO level in eV: -3.096
Frontier orbital gap in Ha: 0.213

```
! RIJCOSX wB97M-V def2-TZVPD def2/J DEFGRID3
* xyz -1 1
F -0.572 1.043 -0.341
C 0.375 -0.589 1.532
C 1.026 -1.375 2.595
C 2.311 -2.134 2.043
C 3.161 -3.220 2.806
C 3.779 -2.671 4.050
C 4.519 -3.755 4.784
H 1.061 0.198 0.899
H -0.301 0.136 1.959
H 0.244 -1.370 0.732
H 0.328 -2.000 3.141
H 1.692 -0.809 3.348
H 2.876 -1.424 1.614
H 2.188 -2.668 1.064
H 3.954 -3.714 2.153
H 2.610 -3.946 3.161
H 2.760 -2.389 4.610
H 4.281 -1.768 3.525
H 3.831 -4.473 5.180
H 5.009 -3.328 5.754
H 5.228 -4.348 4.402
C 3.495 -1.054 -1.432
C 2.039 -0.613 -1.220
O 1.940 0.389 -0.254
H 3.654 -1.813 -0.482
H 4.056 -0.196 -1.304
H 3.495 -1.571 -2.223
H 1.498 -1.546 -0.980
H 1.667 -0.368 -2.172
H 1.011 0.516 -0.203
C -2.799 -3.017 1.107
C -2.615 -1.608 0.574
O -1.318 -1.229 0.569
H -2.315 -3.561 0.407
H -3.800 -3.244 1.404
H -2.462 -3.329 2.191
H -3.077 -1.077 1.511
H -3.286 -1.308 -0.102
H -1.282 -0.314 0.172
C -5.058 1.481 -1.838
C -3.661 2.134 -1.642
O -3.064 1.738 -0.379
H -5.296 1.547 -2.878
H -5.887 1.925 -1.273
H -5.038 0.417 -1.748
H -3.766 3.245 -1.578
H -2.976 1.927 -2.573
H -2.092 1.525 -0.387
C 1.524 0.736 -2.612
C 0.380 1.213 -3.479
O 0.530 2.464 -3.999
H 1.215 -0.052 -1.883
H 1.817 1.525 -1.927
H 2.457 0.420 -3.085
H -0.562 1.179 -2.892
H 0.186 0.455 -4.436
H -0.244 2.614 -4.298
C -1.122 5.167 -1.744
C -0.076 4.098 -1.801
O 0.219 3.558 -0.559
H -2.021 4.727 -1.516
H -1.196 5.478 -2.797
H -0.810 6.060 -1.142
H 0.739 4.659 -2.233
H -0.439 3.348 -2.243
H -0.246 2.647 -0.252
C -0.035 1.434 4.530
C 0.054 1.028 3.033
O -0.857 1.863 2.237
H -1.187 1.534 4.709
H 0.519 2.275 4.742
H 0.269 0.580 5.106
H -0.221 0.014 2.951
H 1.156 1.044 2.684
H -0.790 1.444 1.294
C -1.844 -1.282 -4.294
C -1.748 -0.926 -2.888
O -0.764 0.155 -2.778
H -2.430 -2.116 -4.406
H -0.973 -1.518 -4.806
H -2.290 -0.466 -4.870
H -1.305 -1.819 -2.233
H -2.594 -0.580 -2.497
H -0.734 0.648 -1.894
*
```

Atom-resolved charges from Mulliken, all expressed in e: -0.07, -0.87, -0.14, -1.22, -1.37, 0.10, -1.55, 1.54, 1.19, 0.30, 0.13, 0.24, 0.81, 0.43, 0.32, 0.65, 0.07, 0.27, 0.39, 0.28, 0.52, -2.10, 1.04, -0.42, 0.11, 0.47, 0.80, -0.08, -0.21, -0.36, -1.52, -0.50, -0.20, 0.44, 0.43, 0.21, 0.22, 0.64, -0.19, -1.50, 0.50, -0.58, 0.43, 0.33, 0.34, 0.19, -0.09, 0.07, -0.33, 0.60, -0.48, -0.54, 0.40, 0.48, -0.20, -0.14, 0.35, -1.29, 0.67, -0.64, 0.19, 0.37, 0.30, 0.33, -0.40, 0.23, -1.52, -0.03, -0.70, 0.24, 0.46, 0.33, -0.63, 0.15, 0.58, -1.85, 0.70, 0.32, 0.58, 0.37, 0.30, -0.07, 0.06, -0.65